Entry 1:
Formula: C28H25BO9S
Source: the Open Molecules 2025 dataset
Level of theory: ωB97M-V/def2-TZVPD

The LUMO energy comes out at -1.86 eV. Its multiplicity is 1. Its SMILES is CB(S)C[C@@H]1CO1.O=C1C=CC(=O)C=C1.O=C1C=CC(=O)C=C1.O=C1C=CC(=O)C=C1.O=C1C=CC(=O)C=C1. The HOMO energy comes out at -8.5742 eV. As for the orbital gap: 6.718 eV.

Geometry (Å):
S  2.729  -2.013  3.308
O  1.085  -2.741  0.364
O  4.687  4.141  0.472
O  -0.417  8.017  -5.617
O  -0.080  4.718  -1.493
O  -2.199  -1.734  3.065
O  1.468  -7.938  -0.562
O  -5.661  -0.808  -1.367
O  0.334  1.742  2.281
O  -0.955  -2.336  -3.250
C  -2.520  -0.598  -3.001
C  -2.918  -2.936  -2.094
C  0.616  -3.679  4.478
C  0.195  5.029  -3.808
C  -4.586  -1.159  -1.799
C  3.772  2.435  1.813
C  2.334  4.066  0.493
C  2.668  1.848  2.262
C  -0.956  -1.317  2.859
C  -0.610  6.878  -2.264
C  1.826  -4.842  1.136
C  1.229  3.474  0.938
C  1.384  -6.749  -0.349
C  -2.036  -1.989  -2.823
C  -0.159  5.475  -2.438
C  -0.339  7.264  -4.674
C  -3.702  -0.213  -2.528
C  -0.693  7.708  -3.300
C  -2.081  -0.196  2.605
C  1.919  -6.148  0.902
C  0.645  -4.527  -1.093
C  -4.099  -2.553  -1.620
C  1.318  2.316  1.858
C  0.736  -5.834  -1.326
C  0.113  5.858  -4.845
C  3.687  3.597  0.888
C  1.182  -3.934  0.155
C  -0.008  -1.090  4.030
B  1.047  -2.264  3.981
H  0.239  3.798  0.655
H  0.568  -3.740  5.563
H  0.367  5.558  -5.853
H  2.380  -6.834  1.600
H  4.767  2.111  2.090
H  0.522  4.002  -3.905
H  0.350  -6.294  -2.227
H  -0.634  -1.151  4.916
H  0.411  -0.099  3.908
H  -4.077  0.795  -2.644
H  2.670  1.002  2.939
H  -1.808  -0.219  1.511
H  -0.863  7.178  -1.255
H  -4.760  -3.223  -1.085
H  -3.140  -0.111  2.378
H  -0.518  -1.705  1.947
H  2.200  -4.377  2.040
H  1.241  -4.487  4.111
H  2.303  4.912  -0.180
H  -0.398  -3.850  4.114
H  -1.019  8.735  -3.200
H  2.464  -1.255  2.242
H  -2.543  -3.945  -1.974
H  -1.857  0.073  -3.532
H  0.180  -3.841  -1.792

***

Entry 2:
Formula: C2H4BrNOS
Source: the Open Molecules 2025 dataset
Level of theory: ωB97M-V/def2-TZVPD

The LUMO energy comes out at 0.44 eV. Its multiplicity is 1. Its SMILES is N=C=O.SCBr. The HOMO energy comes out at -9.4946 eV. As for the orbital gap: 9.934 eV.

Geometry (Å):
Br  1.701  0.984  0.500
S  2.236  -2.034  -0.475
O  -3.619  0.880  0.334
N  -1.336  1.242  -0.187
C  1.225  -0.812  0.421
C  -2.541  1.109  -0.044
H  1.243  -1.013  1.584
H  0.191  -1.046  0.201
H  -1.044  2.017  -0.711
H  1.944  -1.325  -1.624

***

Entry 3:
Formula: C3H5F2P
Source: the Open Molecules 2025 dataset
Level of theory: ωB97M-V/def2-TZVPD

The LUMO energy comes out at -0.06 eV. Its multiplicity is 1. Its SMILES is FC#[PH2].C=CF. The HOMO energy comes out at -8.9882 eV. As for the orbital gap: 8.932 eV.

Geometry (Å):
P  1.932  0.143  -1.240
F  -0.792  0.293  -0.880
F  1.527  1.246  1.236
C  -1.927  0.718  -0.209
C  1.896  1.352  -0.091
C  -1.780  1.622  0.704
H  -2.672  2.057  1.162
H  -0.691  1.885  0.909
H  -2.795  0.186  -0.539
H  1.347  -1.118  -1.633
H  1.599  0.889  -2.287

***

Entry 4:
Formula: C6H10O
Source: the Open Molecules 2025 dataset
Level of theory: ωB97M-V/def2-TZVPD

The LUMO energy comes out at -0.42 eV. Its multiplicity is 1. The HOMO energy comes out at -7.9354 eV. As for the orbital gap: 7.512 eV.

Geometry (Å):
O  -0.779  -0.013  1.821
C  1.179  0.406  0.508
C  -0.201  0.222  0.659
C  2.115  0.088  1.507
C  1.693  0.878  -0.843
C  -1.199  0.198  -0.456
C  -1.663  -1.242  -0.721
H  -2.358  -1.266  -1.564
H  -0.072  -0.003  2.497
H  1.230  1.818  -1.172
H  -0.822  -1.897  -0.964
H  1.611  -0.267  2.443
H  -2.162  -1.655  0.158
H  1.555  0.147  -1.648
H  2.766  1.041  -0.745
H  -2.055  0.823  -0.183
H  -0.765  0.627  -1.356

***

Entry 5:
Formula: C8H14I2NO3
Source: the Open Molecules 2025 dataset
Level of theory: ωB97M-V/def2-TZVPD

Its net charge is +1. The LUMO energy comes out at -3.67 eV. Its multiplicity is 1. The HOMO energy comes out at -12.6205 eV. As for the orbital gap: 8.954 eV.

Geometry (Å):
I  -3.925  1.362  0.003
I  -2.815  -1.906  -0.458
O  2.463  0.010  -0.531
O  1.045  1.368  -1.149
O  -1.562  0.499  -1.618
N  0.206  -0.275  0.327
C  1.355  0.682  -0.028
C  -0.017  -0.300  2.697
C  0.621  -1.053  1.536
C  -1.400  0.080  2.110
C  -2.152  0.296  -0.345
C  -1.028  0.506  0.655
C  1.977  0.528  -1.886
C  1.390  -0.459  -2.809
H  2.844  1.080  -2.280
H  1.683  -1.245  1.210
H  2.201  -0.648  -3.468
H  1.550  1.385  0.840
H  0.673  0.596  3.084
H  -0.123  -1.020  3.500
H  1.105  -1.455  -2.538
H  -2.070  1.104  -2.219
H  -1.897  0.876  2.691
H  0.148  -2.072  1.325
H  -2.141  -0.625  2.290
H  -0.026  -1.056  -0.317
H  -0.684  1.596  0.561
H  0.577  0.145  -3.182

***

What calculated total energy values result from the calculations? In sequence: -59372.09468; -86553.34729; -17910.04635; -8428.01288; -32347.59780 eV.